This record from the Open Molecules 2025 dataset describes a single C28H29N3O5 molecule. The level of theory is wB97M-V/def2-TZVPD.

```
65
Properties=species:S:1:pos:R:3:forces:R:3
C -5.3667 -0.4398 -1.3681 0.3 -0.2 0.4
C -4.7038 -0.5718 -0.0093 -0.1 0.5 0.1
H -5.4495 -0.6060 0.7947 0.1 0.0 -0.1
H -4.0263 0.2662 0.1885 -0.2 -0.1 0.0
O -3.9560 -1.7837 0.0029 0.0 -0.2 -0.1
C -3.0587 -1.9009 0.9942 -0.2 -0.2 0.2
O -2.9270 -1.0997 1.8932 0.0 0.4 0.2
N -2.3797 -3.0762 0.9236 0.0 0.0 0.0
C -1.3620 -3.3383 1.9115 0.1 0.2 0.1
C 0.0109 -2.9053 1.3759 0.0 0.0 0.4
N 0.0934 -3.1987 -0.0402 0.0 -0.1 0.0
C 0.6785 -2.3798 -0.9457 0.3 -0.4 0.1
O 0.7404 -2.6276 -2.1320 0.0 0.2 -0.2
C 1.4108 -1.1970 -0.3534 0.4 0.0 -0.2
C 2.7192 -1.2784 -0.0803 -0.5 -0.2 -0.1
C 3.5328 -0.2006 0.4845 -0.1 0.3 0.3
C 3.0941 0.5019 1.5869 0.0 -0.3 -0.2
C 3.8738 1.5089 2.1687 0.3 0.3 0.1
C 5.1025 1.8130 1.6544 -0.2 0.0 0.2
C 5.5971 1.1229 0.5280 -0.1 -0.2 -0.1
C 6.8614 1.4236 -0.0210 0.2 0.0 -0.1
C 7.3206 0.7649 -1.1262 0.1 0.2 0.2
C 6.5285 -0.2178 -1.7377 -0.2 -0.2 -0.1
C 5.3003 -0.5357 -1.2274 0.1 -0.1 -0.2
C 4.8055 0.1096 -0.0748 0.1 0.3 0.1
H 4.6901 -1.2799 -1.7157 0.0 -0.1 -0.1
H 6.8949 -0.7205 -2.6206 0.0 -0.1 -0.1
H 8.2899 1.0010 -1.5403 0.1 0.0 0.0
H 7.4587 2.1913 0.4504 0.1 0.1 0.0
H 5.7135 2.5830 2.1028 0.1 0.1 0.1
H 3.4969 2.0328 3.0351 0.0 0.1 0.1
H 2.1495 0.2421 2.0453 -0.1 -0.1 0.0
H 3.2187 -2.2125 -0.2898 -0.1 -0.2 -0.1
N 0.6797 -0.0237 -0.2154 0.2 0.2 0.1
C -0.6463 0.0965 -0.5314 0.0 0.1 0.1
O -1.3093 -0.8452 -0.9200 -0.1 0.1 -0.1
C -1.2066 1.4562 -0.3508 -0.3 0.2 -0.1
C -0.7540 2.3474 0.6221 -0.1 0.0 -0.2
C -1.3544 3.5769 0.7691 -0.1 0.2 0.0
C -2.4197 3.9559 -0.0534 0.2 -0.1 0.1
C -2.8778 3.0672 -1.0227 -0.2 0.3 0.0
C -2.2765 1.8310 -1.1563 0.3 -0.2 0.1
H -2.6260 1.1353 -1.9039 -0.1 -0.1 -0.1
H -3.7000 3.3245 -1.6713 -0.1 0.1 -0.1
O -2.9298 5.1911 0.1748 0.3 -0.2 0.2
C -4.0207 5.6281 -0.6010 -0.2 0.1 -0.2
H -4.2576 6.6270 -0.2384 0.0 -0.1 -0.1
H -3.7624 5.6812 -1.6633 0.0 0.0 0.0
H -4.8921 4.9793 -0.4689 0.0 0.0 0.0
H -1.0228 4.2716 1.5244 0.0 0.1 0.1
H 0.0460 2.0743 1.2946 0.1 0.0 0.1
H 1.2108 0.8062 0.0142 -0.2 -0.1 -0.1
C -0.7832 -4.2502 -0.5034 -0.1 -0.1 -0.2
C -2.2469 -3.8181 -0.3171 -0.1 -0.1 -0.3
H -2.9038 -4.6960 -0.3060 0.1 0.0 -0.1
H -2.5426 -3.1583 -1.1332 0.1 -0.2 0.0
H -0.5720 -4.4121 -1.5610 -0.1 -0.1 0.2
H -0.5644 -5.1666 0.0531 0.0 0.0 -0.1
H 0.8115 -3.4301 1.9151 -0.1 0.1 0.1
H 0.1313 -1.8335 1.5372 0.0 -0.1 0.0
H -1.6084 -2.7710 2.8099 0.1 -0.2 -0.1
H -1.3747 -4.4064 2.1459 0.0 0.1 0.0
H -4.6108 -0.4549 -2.1483 0.1 0.0 -0.1
H -6.0495 -1.2687 -1.5342 -0.1 0.0 -0.1
H -5.9191 0.4942 -1.4186 -0.1 0.1 0.0
```
Positions in Å, forces in eV/Å.

Calculated values
Structure (SMILES): CCOC(=O)N1CCN(C(=O)/C(=C/c2cccc3ccccc23)NC(=O)c2ccc(OC)cc2)CC1
HOMO-LUMO gap in eV: 8.209
E_LUMO in eV: 0.21
Energy above the lowest of the compared OMol25 structures with the same formula, charge and spin in kJ/mol: 24.7

This record from the Open Molecules 2025 dataset describes C28H29N3ReSi as an isolated structure at a distorted geometry. The level of theory is wB97M-V/def2-TZVPD.

```
62
Properties=species:S:1:pos:R:3:forces:R:3
C -3.6028 -1.3774 -0.8842 -0.9 -0.4 -2.3
C -2.5081 -0.6307 -1.4368 -1.0 0.3 -1.6
C -1.4482 -1.5614 -1.7679 0.0 0.9 -1.0
H -2.5026 0.4362 -1.6158 -0.1 -0.2 0.1
C -1.9035 -2.8831 -1.4258 -0.4 -1.3 -0.6
C -3.2364 -2.7687 -0.8851 -1.8 -0.6 -1.7
H -3.8573 -3.5911 -0.5544 0.0 0.1 -0.1
H -4.5622 -0.9624 -0.5901 0.3 -0.1 0.2
H -0.5101 -1.3159 -2.2485 -0.1 -0.1 0.0
H -1.3562 -3.8039 -1.5934 -0.2 0.1 0.0
Re -1.8828 -1.6847 0.2552 3.5 1.4 8.2
C -0.2924 1.6317 -0.3493 -1.6 0.1 0.3
H 0.0689 1.3506 -1.4422 -0.8 0.4 1.0
H -0.7846 0.7344 0.0710 0.2 0.3 -0.3
H -1.0179 2.4163 -0.5690 0.0 -0.1 -0.5
Si 1.7000 1.1233 -1.0193 3.7 0.3 1.0
C 2.1534 2.8860 -1.3851 -0.4 0.3 -0.1
C 1.4222 3.4556 -2.4527 0.0 0.4 0.4
H 0.7503 2.8314 -3.0564 0.2 0.3 0.1
C 1.5022 4.8271 -2.7194 0.0 -0.4 0.0
H 0.8931 5.2464 -3.5234 0.3 -0.1 0.3
C 2.3427 5.6386 -1.9507 0.0 -0.3 -0.1
H 2.3876 6.7108 -2.1519 0.0 -0.4 0.1
C 3.1298 5.0647 -0.9516 0.2 -0.2 0.2
H 3.8119 5.6913 -0.3703 -0.2 -0.2 -0.2
C 3.0443 3.6915 -0.6632 -0.3 0.3 -0.1
H 3.6435 3.2523 0.1357 -0.1 0.3 -0.2
C 2.5662 0.0764 -2.2604 -0.4 -0.7 0.1
C 3.4882 0.6274 -3.1771 -0.3 0.1 -0.3
H 3.7950 1.6735 -3.0952 -0.3 -0.3 -0.1
C 4.0120 -0.1647 -4.2040 0.0 0.0 0.3
H 4.6959 0.2733 -4.9329 -0.2 -0.1 0.3
C 3.6546 -1.5134 -4.3000 -0.2 0.2 0.3
H 4.0055 -2.1144 -5.1388 0.0 0.1 0.3
C 2.8588 -2.0948 -3.3053 -0.1 0.0 0.3
H 2.6345 -3.1617 -3.3338 0.1 0.3 0.0
C 2.3429 -1.3160 -2.2654 0.1 0.0 -0.6
H 1.7708 -1.7754 -1.4539 0.0 0.1 -0.4
H 0.3333 2.0794 0.4400 0.1 -0.2 -0.9
H 1.6912 0.5666 0.3913 0.4 0.0 -0.9
N -0.9084 -0.0173 2.8295 0.3 0.2 -0.3
C -0.1948 -1.2407 2.8461 -0.6 -0.1 0.3
C 0.7240 -1.5181 3.8521 0.1 -0.1 -0.1
C 1.2493 -2.8030 3.9410 -0.3 0.4 -0.4
C 0.8286 -3.7511 2.9994 0.0 -0.5 -0.2
C -0.0768 -3.4128 2.0110 0.5 0.6 0.4
N -0.5534 -2.1426 1.9313 -0.1 -0.6 -0.9
C -2.3168 -0.0917 2.9707 0.2 -0.2 0.4
C -2.9386 0.5658 4.0344 -0.1 -0.2 -0.1
C -4.2649 0.2722 4.3177 0.4 0.0 -0.4
C -4.9225 -0.6216 3.4685 -0.3 -0.3 -0.4
C -4.2712 -1.1619 2.3695 0.4 0.4 0.3
N -2.9581 -0.8922 2.1238 -0.4 -0.2 -0.7
H -0.5067 0.6485 3.4794 -0.1 -0.1 -0.1
H 0.9747 -0.7057 4.5273 0.1 -0.3 0.2
H 1.9523 -3.0595 4.7286 -0.1 0.0 -0.2
H 1.2109 -4.7679 3.0214 -0.1 0.2 0.1
H -0.4457 -4.0930 1.2353 0.3 0.1 0.5
H -2.3291 1.2415 4.6239 -0.2 -0.1 0.2
H -4.7632 0.7065 5.1832 0.1 -0.1 -0.3
H -5.9589 -0.8974 3.6357 0.2 0.1 0.0
H -4.7649 -1.8228 1.6506 0.2 0.3 0.4
```
Positions in Å, forces in eV/Å.

Calculated values
HOMO-LUMO gap (spin up / spin down) in eV: 5.835 / 7.250
Expectation value of S²: 3.77
E_LUMO (spin up / spin down) in eV: -5.89 / -6.40
2S+1: 4
Net charge: +2
Energy above the lowest of the compared OMol25 structures with the same formula, charge and spin in kJ/mol: 0.0

This record from the Open Molecules 2025 dataset describes C28H29N5NaO5SbSe4Si as an isolated structure at a distorted geometry. The level of theory is wB97M-V/def2-TZVPD.

```
74
Properties=species:S:1:pos:R:3:forces:R:3
Na -0.5760 1.3554 0.2250 0.0 -0.9 0.1
C -1.4866 2.1197 4.6661 0.1 0.2 0.2
Si -1.3097 0.6450 3.5113 -0.1 0.0 -0.2
C -2.9221 0.5175 2.5563 -0.2 0.0 -0.1
C -1.3091 -0.8880 4.6013 0.2 -0.3 0.2
N -0.0606 0.8186 2.3791 0.6 0.0 0.3
C 1.2630 0.8839 2.6482 -0.1 -0.1 0.1
C 1.8753 0.6585 3.9199 0.0 0.0 -0.1
C 3.2445 0.7352 4.1369 -0.1 0.0 -0.1
C 4.1181 1.0548 3.1027 -0.1 0.0 0.0
C 3.5728 1.2972 1.8412 0.1 0.0 0.1
C 2.2165 1.1975 1.6301 -0.2 0.0 -0.1
O 1.6909 1.5091 0.3639 0.3 -0.1 -0.1
C 2.3658 1.0855 -0.7623 -0.1 0.1 0.4
C 2.4428 1.9726 -1.8208 0.1 0.1 -0.2
C 3.0208 1.5618 -3.0164 0.0 0.0 0.0
C 3.5328 0.2760 -3.1437 0.0 0.0 0.1
C 3.4645 -0.5956 -2.0593 0.0 0.0 0.0
C 2.8842 -0.1947 -0.8642 0.1 -0.2 -0.2
H -2.4690 2.1181 5.1553 0.1 0.0 0.0
H -1.3876 3.0487 4.0927 0.0 -0.1 0.1
H -0.7156 2.1278 5.4481 -0.1 0.0 -0.1
H -3.7904 0.6590 3.2128 0.1 -0.1 -0.1
H -3.0119 -0.4673 2.0781 0.0 0.1 0.0
H -2.9817 1.2882 1.7797 0.0 -0.1 0.1
H -2.2834 -0.9772 5.0976 0.1 0.0 0.0
H -0.5323 -0.8788 5.3759 -0.1 0.0 -0.1
H -1.1542 -1.7838 3.9862 0.0 0.1 0.1
H 1.2219 0.4080 4.7511 0.1 0.0 -0.1
H 3.6344 0.5425 5.1320 0.0 0.0 0.0
H 5.1875 1.1202 3.2627 0.0 0.0 0.0
H 4.2176 1.5628 1.0094 -0.1 0.0 0.0
H 2.0409 2.9726 -1.7023 0.0 0.0 0.0
H 3.0598 2.2531 -3.8515 0.0 0.0 0.0
H 3.9816 -0.0442 -4.0764 0.0 0.0 0.0
H 3.8542 -1.6037 -2.1460 0.0 0.0 0.0
H 2.8116 -0.8647 -0.0184 0.0 0.0 0.0
C -0.3372 -1.1731 -3.7516 0.0 0.1 0.0
C -0.3590 0.3093 -3.5961 0.1 -0.1 0.0
N -0.7155 0.9607 -2.5124 0.2 0.3 -0.1
C -0.6043 2.2955 -2.8303 -0.2 -0.1 0.3
C -0.1739 2.4458 -4.1196 0.1 0.1 -0.1
N -0.0264 1.1696 -4.5875 -0.1 -0.3 -0.1
C 0.2133 3.5730 -4.9959 0.0 0.0 0.0
O 0.1268 4.7773 -4.4869 -0.2 0.0 -0.1
O 0.6127 3.3498 -6.1270 0.0 0.0 0.0
C -0.8835 3.3535 -1.8085 -0.2 0.1 0.3
O -0.4941 4.5231 -2.0605 -0.3 -0.1 -0.2
O -1.4534 2.9774 -0.7531 0.1 0.8 -0.6
H -0.0044 -1.6211 -2.8163 0.0 0.0 0.0
H 0.3330 -1.4775 -4.5583 0.0 0.0 0.0
H -1.3440 -1.5396 -3.9684 0.0 0.0 0.0
H 0.2664 0.9613 -5.5274 0.0 0.0 0.0
H -0.2156 4.7261 -3.5108 0.3 0.0 0.2
N -2.2634 -3.0865 -0.2896 -0.1 -0.1 -0.1
C -1.7758 -1.8382 -0.5163 0.2 0.0 0.0
N -0.4949 -1.7226 -0.2866 0.2 -0.2 0.0
C -0.0977 -2.9979 0.1116 0.0 0.3 0.0
C 1.1606 -3.4786 0.4813 0.0 0.0 0.0
C 1.2766 -4.8118 0.8387 -0.1 0.1 0.0
C 0.1605 -5.6660 0.8387 0.0 0.1 0.0
C -1.0957 -5.2069 0.4815 0.0 0.0 0.0
C -1.2010 -3.8648 0.1192 -0.3 -0.1 -0.1
H -3.2507 -3.3089 -0.3871 0.0 0.0 0.1
H -2.4127 -1.0356 -0.8679 0.0 0.0 0.0
H 2.0154 -2.8137 0.4951 0.0 -0.1 0.0
H 2.2425 -5.2053 1.1333 0.0 0.0 0.0
H 0.2858 -6.7028 1.1291 0.0 0.0 0.0
H -1.9591 -5.8613 0.4889 0.0 0.0 0.0
Se -5.7948 -2.5496 -0.5085 0.2 0.2 0.0
Sb -5.6922 -0.1730 -0.0877 0.1 0.1 -0.3
Se -7.8490 0.7677 0.2626 0.2 0.0 0.0
Se -4.3226 1.0810 -3.0205 0.0 -0.1 -0.3
Se -3.5843 1.3724 -0.9076 -0.9 -0.3 0.5
```
Positions in Å, forces in eV/Å.

Calculated values
HOMO-LUMO gap in eV: 5.319
E_LUMO in eV: 2.98
Net charge: -2

This record from the Open Molecules 2025 dataset describes C28H29N5OPdSSi as an isolated structure. The level of theory is wB97M-V/def2-TZVPD.

```
66
Properties=species:S:1:pos:R:3:forces:R:3
Pd -0.5427 -0.9311 0.2895 0.0 -0.2 0.0
N -2.3822 -3.7928 -2.4939 0.0 0.0 0.0
C -1.8968 -2.7284 -1.6840 0.0 0.1 0.0
S -0.8527 -3.1600 -0.3444 0.1 0.0 0.2
N -2.2717 -1.5404 -1.9632 0.0 -0.1 0.0
N -1.9712 -0.5850 -1.0071 0.0 0.1 -0.2
C -2.0024 0.7552 -1.4752 0.0 0.0 0.0
C -3.0060 1.1649 -2.4520 0.0 0.0 0.0
C -2.7655 2.1854 -3.3862 0.0 0.0 0.0
C -3.7351 2.5976 -4.2888 0.0 0.0 0.0
C -4.9854 1.9923 -4.3132 0.0 0.0 0.0
C -5.2350 0.9589 -3.4116 0.0 0.0 0.0
C -4.2721 0.5496 -2.5076 0.0 0.0 0.0
C -1.2244 1.6479 -0.7745 0.0 0.0 0.0
C -1.3170 3.0933 -0.7803 0.0 0.0 0.0
C -0.4723 3.8479 -0.0364 0.1 0.0 0.1
C 0.5048 3.2314 0.8025 -0.1 0.1 -0.1
C 0.4862 1.8610 0.8657 0.0 -0.1 0.0
N -0.3252 1.0832 0.1447 0.0 0.1 0.1
H -1.6384 -4.4414 -2.7140 0.0 0.0 0.0
H -2.7703 -3.4019 -3.3434 0.0 0.0 0.0
H -1.7830 2.6395 -3.4177 0.0 0.0 0.0
H -3.5010 3.3884 -4.9948 0.0 0.0 0.0
H -5.7421 2.3070 -5.0230 0.0 0.0 0.0
H -6.2011 0.4637 -3.4154 0.0 0.0 0.0
H -4.4803 -0.2617 -1.8253 0.0 0.0 0.0
H -2.0902 3.5693 -1.3678 0.0 0.0 0.0
H -0.5640 4.9301 -0.0580 0.0 0.0 0.0
H 1.2066 3.8041 1.3929 0.0 0.0 0.0
H 1.1475 1.3179 1.5347 0.0 0.0 0.0
C -1.8512 -0.0112 3.0274 -0.1 0.0 0.0
Si -0.4500 -1.2286 3.3004 0.1 0.0 0.0
C 0.1872 -0.7525 5.0365 0.1 0.0 0.0
C -1.1909 -2.9457 3.4925 0.0 -0.1 0.0
N 0.7169 -1.1488 2.0398 0.0 -0.1 0.2
C 2.0094 -1.5465 2.0816 0.0 0.1 -0.3
C 2.6582 -2.1508 3.1845 0.0 -0.1 0.0
C 3.9959 -2.5219 3.1685 0.0 0.0 0.0
C 4.7822 -2.3225 2.0468 0.0 0.0 -0.1
C 4.1930 -1.7291 0.9278 0.0 -0.1 0.1
C 2.8718 -1.3464 0.9520 -0.1 0.2 0.2
O 2.2530 -0.7757 -0.1334 -0.1 -0.2 -0.3
C 2.8307 0.0748 -1.0062 0.0 0.1 0.1
C 2.1612 0.2208 -2.2223 0.0 0.0 0.1
C 2.6265 1.1306 -3.1516 0.0 0.0 0.0
C 3.7592 1.8993 -2.8910 0.0 0.0 0.0
C 4.4069 1.7544 -1.6746 0.0 0.0 0.0
C 3.9496 0.8495 -0.7232 0.1 0.1 -0.1
H -2.4889 -0.0128 3.9203 0.0 0.0 0.0
H -2.4587 -0.2704 2.1594 0.0 0.0 0.0
H -1.4771 1.0031 2.8676 0.0 0.0 0.0
H -0.6642 -0.5355 5.6891 0.0 0.0 0.0
H 0.8063 0.1483 4.9837 0.0 0.0 0.0
H 0.7753 -1.5337 5.5212 0.0 0.0 0.0
H -1.9523 -2.9785 4.2785 0.0 0.0 0.0
H -0.4105 -3.6729 3.7394 0.0 0.0 0.0
H -1.6427 -3.2576 2.5481 0.0 0.0 0.0
H 2.0751 -2.3490 4.0703 -0.1 0.0 0.1
H 4.4273 -2.9851 4.0504 0.0 0.0 0.0
H 5.8237 -2.6191 2.0271 0.0 0.0 0.0
H 4.7754 -1.5621 0.0295 0.0 0.0 0.0
H 1.2615 -0.3633 -2.3770 0.0 0.0 0.0
H 2.0883 1.2539 -4.0838 0.0 0.0 0.0
H 4.1158 2.6166 -3.6200 0.0 0.0 0.0
H 5.2741 2.3635 -1.4449 0.0 0.0 0.0
H 4.4449 0.7590 0.2338 0.0 0.0 0.0
```
Positions in Å, forces in eV/Å.

Calculated values
HOMO-LUMO gap in eV: 4.318
E_LUMO in eV: 4.88
Net charge: -2
Energy above the lowest of the compared OMol25 structures with the same formula, charge and spin in kJ/mol: 0.0

Which formula does entry 4 have? C28H29N5OPdSSi